Record 1
Entry from the Open Molecules 2025 dataset: a 13-piece molecular cluster, C34H84BNO14S12 overall in a non-equilibrium geometry (the ωB97M-V functional and the def2-TZVPD basis).

Element x y z (Å)
C 0.039 -4.285 -0.290
C 1.255 -4.870 0.426
O 1.192 -5.974 0.890
N 2.388 -4.015 0.523
B 2.931 -3.597 -0.793
C 2.366 -2.252 -1.387
C 2.071 -1.988 -2.750
C 1.542 -0.736 -3.067
C 1.304 0.243 -2.103
C 1.597 0.003 -0.765
C 2.127 -1.253 -0.426
C 3.397 -4.506 1.446
C 3.804 -3.494 2.514
O 3.915 -5.579 1.392
H -0.212 -4.873 -1.170
H 0.181 -3.242 -0.570
H -0.780 -4.312 0.433
H 3.778 -4.180 -1.393
H 2.240 -2.727 -3.528
H 1.274 -0.515 -4.093
H 0.869 1.199 -2.357
H 1.418 0.712 0.034
H 2.345 -1.461 0.616
H 4.756 -3.034 2.247
H 3.063 -2.688 2.530
H 3.811 -3.934 3.510
C 1.238 -7.244 -4.751
S 2.265 -5.913 -4.113
O 1.447 -4.671 -4.051
C 3.339 -5.806 -5.551
H 0.462 -7.451 -4.017
H 0.781 -6.940 -5.693
H 1.851 -8.133 -4.894
H 2.746 -5.592 -6.441
H 3.877 -6.746 -5.669
H 4.049 -4.999 -5.382
C 6.801 1.016 -1.491
S 5.099 0.475 -1.269
O 4.267 1.268 -2.211
C 4.890 1.189 0.369
H 7.125 0.704 -2.481
H 6.857 2.102 -1.411
H 7.433 0.547 -0.736
H 5.068 2.264 0.327
H 5.586 0.715 1.062
H 3.869 0.999 0.690
C -2.611 1.914 -5.614
S -1.932 2.212 -3.977
O -0.492 1.820 -4.026
C -2.817 0.883 -3.156
H -2.153 2.621 -6.304
H -2.382 0.895 -5.928
H -3.689 2.073 -5.592
H -2.578 -0.068 -3.635
H -3.888 1.078 -3.207
H -2.510 0.854 -2.115
C 1.684 -5.302 6.202
S 2.341 -3.749 6.840
O 3.603 -3.464 6.096
C 2.810 -4.397 8.452
H 1.368 -5.137 5.173
H 2.456 -6.072 6.226
H 0.827 -5.605 6.803
H 3.509 -5.226 8.330
H 1.917 -4.728 8.982
H 3.288 -3.594 9.010
C -1.276 0.404 6.160
S -0.660 -1.282 6.087
O 0.436 -1.397 7.093
C 0.125 -1.127 4.476
H -1.772 0.539 7.120
H -0.441 1.102 6.073
H -1.994 0.562 5.356
H 0.864 -0.325 4.504
H -0.636 -0.918 3.724
H 0.618 -2.071 4.245
C -5.123 -3.236 9.662
S -4.147 -1.931 8.900
O -4.817 -1.571 7.622
C -2.738 -2.964 8.479
H -6.078 -2.809 9.962
H -5.290 -4.038 8.942
H -4.600 -3.614 10.540
H -3.061 -3.784 7.836
H -2.281 -3.351 9.390
H -2.024 -2.340 7.946
C -4.101 -1.645 1.829
S -3.136 -0.329 1.074
O -3.819 0.050 -0.195
C -1.725 -1.343 0.627
H -5.055 -1.227 2.144
H -4.270 -2.441 1.103
H -3.570 -2.031 2.700
H -2.050 -2.156 -0.023
H -1.261 -1.742 1.530
H -1.007 -0.718 0.097
C 2.355 1.395 -6.309
S 1.861 3.120 -6.352
O 1.681 3.494 -7.787
C 3.447 3.782 -5.828
H 1.509 0.797 -6.643
H 3.205 1.239 -6.974
H 2.614 1.122 -5.285
H 4.226 3.472 -6.526
H 3.672 3.424 -4.823
H 3.373 4.868 -5.821
C 2.957 0.413 7.695
S 2.390 2.110 7.600
O 2.147 2.404 6.158
C 3.956 2.877 8.043
H 2.123 -0.224 7.405
H 3.794 0.258 7.013
H 3.257 0.181 8.719
H 4.727 2.570 7.335
H 4.229 2.581 9.055
H 3.828 3.957 8.001
C -7.549 4.014 -0.199
S -5.956 3.183 -0.128
O -5.125 3.725 -1.243
C -6.561 1.570 -0.642
H -7.399 5.063 0.047
H -7.961 3.935 -1.204
H -8.223 3.558 0.527
H -7.041 1.651 -1.619
H -7.272 1.197 0.097
H -5.712 0.891 -0.703
C -6.025 9.375 -1.939
S -5.896 7.585 -2.077
O -7.185 7.022 -1.589
C -4.693 7.366 -0.761
H -6.768 9.714 -2.657
H -6.339 9.645 -0.930
H -5.060 9.826 -2.171
H -5.092 7.767 0.172
H -3.767 7.874 -1.029
H -4.509 6.297 -0.658
C 1.867 4.804 -12.071
S 0.153 4.270 -11.962
O -0.621 5.067 -12.954
C -0.153 4.983 -10.344
H 2.255 4.494 -13.039
H 1.919 5.890 -11.985
H 2.443 4.330 -11.276
H 0.036 6.057 -10.373
H 0.493 4.503 -9.605
H -1.194 4.802 -10.085

- Kohn-Sham gap: 8.3995 eV
- Spin multiplicity: 1
- Strongest force on any atom: 1.9 eV Å⁻¹
- Total energy: -197465.74235 eV


Record 2
Entry from the Open Molecules 2025 dataset: C45H36ClF6N3O8PS3Sr as an isolated structure in a non-equilibrium geometry (the ωB97M-V functional and the def2-TZVPD basis).

Element x y z (Å)
Sr -1.337 -1.095 -0.019
F -4.359 -5.193 -0.427
C -4.429 -3.995 0.150
F -5.497 -3.971 0.947
F -4.598 -3.076 -0.801
S -2.925 -3.638 1.156
O -3.117 -2.247 1.508
O -2.891 -4.635 2.170
N -1.868 -3.767 -0.009
S -0.339 -4.161 0.007
O 0.076 -5.136 0.954
O 0.467 -2.985 -0.250
C -0.263 -5.047 -1.614
F -0.435 -4.214 -2.647
F -1.188 -6.003 -1.693
F 0.939 -5.608 -1.737
Cl 2.671 -0.897 1.040
C 3.214 -1.275 -0.559
C 4.133 -2.297 -0.729
C 4.560 -2.621 -2.006
C 4.071 -1.918 -3.097
C 3.153 -0.896 -2.910
C 2.702 -0.550 -1.636
P 1.352 0.667 -1.337
C 2.226 2.144 -0.712
C 3.584 2.195 -0.417
C 4.157 3.379 0.029
C 3.379 4.519 0.178
C 2.021 4.470 -0.109
C 1.445 3.287 -0.545
C 1.013 1.211 -3.058
C 1.719 2.218 -3.716
C 1.406 2.554 -5.024
C 0.389 1.886 -5.696
C -0.314 0.878 -5.054
C -0.001 0.549 -3.742
H 4.488 -2.838 0.137
H 5.268 -3.428 -2.145
H 4.397 -2.169 -4.098
H 2.773 -0.363 -3.772
H 4.198 1.310 -0.534
H 5.215 3.409 0.260
H 3.830 5.441 0.523
H 1.402 5.350 0.015
H 0.382 3.249 -0.752
H 2.510 2.748 -3.199
H 1.958 3.341 -5.523
H 0.145 2.155 -6.716
H -1.113 0.351 -5.562
H -0.563 -0.227 -3.241
C -1.780 3.720 0.816
C -2.326 4.254 -0.350
C -2.757 3.397 -1.347
C -2.649 2.008 -1.171
C -2.048 1.431 -0.040
C -1.622 2.346 0.942
C -3.195 1.090 -2.205
C -4.116 1.577 -3.185
C -4.585 0.762 -4.159
C -4.156 -0.586 -4.208
C -4.561 -1.492 -5.212
C -4.104 -2.781 -5.211
C -3.225 -3.211 -4.197
C -2.829 -2.350 -3.213
C -3.283 -1.013 -3.187
N -2.829 -0.182 -2.196
H -1.454 4.386 1.610
H -2.413 5.326 -0.480
H -3.156 3.825 -2.261
H -1.143 1.960 1.838
H -4.449 2.602 -3.127
H -5.285 1.126 -4.903
H -5.238 -1.145 -5.985
H -4.414 -3.471 -5.985
H -2.864 -4.231 -4.191
H -2.174 -2.692 -2.426
C 1.146 3.866 3.711
C 1.508 2.714 4.605
C 0.898 2.533 5.843
C 1.189 1.427 6.626
C 2.102 0.489 6.167
C 2.756 0.672 4.956
C 2.458 1.785 4.188
S 2.267 -1.040 7.037
O 2.023 -0.791 8.432
O 3.486 -1.649 6.594
N 1.021 -1.967 6.534
C 0.816 -2.226 5.096
C -0.126 -1.224 4.442
C -0.232 -1.440 2.933
O -0.359 -2.612 2.527
O -0.222 -0.407 2.207
H 0.351 4.472 4.145
H 0.804 3.498 2.741
H 2.008 4.509 3.527
H 0.167 3.255 6.187
H 0.699 1.274 7.578
H 3.472 -0.065 4.617
H 2.946 1.924 3.231
H 0.182 -1.727 7.048
H 0.439 -3.239 4.976
H 1.795 -2.205 4.615
H 0.191 -0.200 4.637
H -1.137 -1.345 4.847

- Kohn-Sham gap: 7.0342 eV
- Spin multiplicity: 1
- Strongest force on any atom: 1.3 eV Å⁻¹
- Total energy: -139563.21449 eV
- Energy above the lowest of the compared OMol25 structures with the same formula, charge and spin: 0.183 eV
- Charge: -1